ORCA calculation (ωB97M-V/def2-TZVPD) on a 14-piece molecular cluster, C7H36O13 overall in a non-equilibrium geometry.

The geometry in ORCA input format:
```
! wB97M-V def2-TZVPD RIJCOSX def2/J DEFGRID3
* xyz 0 1
C 2.46 -0.36 0.85
C 1.75 0.90 1.21
C 2.55 1.81 1.77
C -0.32 0.38 -0.05
C 0.33 1.15 0.80
C -1.75 1.95 -1.25
C -1.54 0.67 -0.70
H 3.21 -0.69 1.67
H 1.96 -1.23 0.71
H 3.07 -0.26 0.00
H 2.30 2.87 1.84
H 3.55 1.68 2.13
H 0.27 -0.52 -0.27
H -0.25 1.98 1.17
H -2.57 2.27 -1.77
H -1.03 2.74 -1.06
H -2.37 -0.07 -0.57
H 1.42 2.46 -1.12
H 2.48 3.55 -0.74
O 1.47 3.32 -0.96
H -0.97 -1.61 2.35
H 0.30 -2.25 2.02
O -0.19 -1.78 2.77
H 3.41 -0.12 -2.48
H 3.52 1.14 -1.74
O 3.45 0.84 -2.61
H 0.01 -3.37 -1.82
H -1.14 -2.91 -1.11
O -0.22 -3.12 -0.93
H -2.69 -0.48 -2.47
H -1.69 0.37 -3.10
O -2.10 -0.54 -3.15
H -0.38 2.29 3.18
H -0.91 1.11 3.90
O -1.17 1.89 3.41
H 1.48 0.68 3.57
H 0.71 -0.66 3.90
O 0.80 0.29 4.17
H 1.70 -2.35 -1.07
H 1.41 -1.26 -1.98
O 2.10 -1.67 -1.49
H -2.17 -4.03 -0.34
H -2.91 -3.33 0.72
O -2.77 -3.28 -0.30
H 0.44 -1.89 -3.35
H -1.00 -1.86 -4.02
O -0.30 -2.48 -3.68
H -3.32 2.32 0.90
H -2.57 1.64 2.10
O -3.32 1.56 1.43
H 1.60 1.10 -2.72
H 0.10 1.82 -2.82
O 0.77 1.13 -3.14
H -2.89 -0.46 1.92
H -3.37 -1.95 2.22
O -2.67 -1.36 2.08
*
```

Properties
ΔE to the lowest compared entry with this formula, charge and spin, kJ/mol: 481.1
HOMO, eV: -9.17
Largest force on an atom, eV Å⁻¹: 8.2
LUMO energy, hartree: -0.00666
Calculated total energy, eV: -34456.6307

Results of the Löwdin charge analysis, in e, for atoms 1 through 8: C -0.068; C -0.331; C 0.021; C -0.124; C -0.059; C 0.027; C -0.154; H 0.137